No. 1
Formula: C3H5N3O
Source: the Open Molecules 2025 dataset
Level of theory: ωB97M-V with the def2-TZVPD basis set

The LUMO energy is 1.02 eV. Its relative energy (zero: lowest compared OMol25 entry of this formula, charge and spin) is 4.765 eV. Its charge is 0. The value obtained for the orbital gap is 9.691 eV.

Positions of all 12 atoms, in Å:
O  -1.918  0.208  -1.009
C  -1.733  0.239  0.379
C  -0.323  0.448  0.788
N  0.718  0.945  0.544
N  1.925  0.906  0.162
C  1.592  -1.417  -0.519
N  0.461  -1.653  -0.403
H  -1.410  -0.547  -1.339
H  -2.111  -0.667  0.869
H  -2.289  1.093  0.772
H  2.446  1.737  0.424
H  2.643  -1.292  -0.668

Results of the natural (NBO) charge analysis, in e, for atoms 1 through 8: number 1, O, carries -0.695; number 2, C, carries -0.144; number 3, C, carries 0.265; number 4, N, carries -0.038; number 5, N, carries -0.609; number 6, C, carries 0.148; number 7, N, carries -0.443; number 8, H, carries 0.489

---

No. 2
Formula: C3H5N3O
Source: the Open Molecules 2025 dataset
Level of theory: ωB97M-V with the def2-TZVPD basis set

The LUMO energy is -0.52 eV. Its relative energy (zero: lowest compared OMol25 entry of this formula, charge and spin) is 2.937 eV. Its SMILES is [H]/N=C\N/N=C\C=O. Its charge is 0. The value obtained for the orbital gap is 8.988 eV.

Positions of all 12 atoms, in Å:
H  -0.974  1.032  -2.606
N  -1.269  1.751  -2.068
C  -1.015  1.502  -0.841
N  -0.363  0.395  -0.264
N  -0.158  0.420  1.013
C  0.459  -0.522  1.600
C  1.020  -1.673  0.958
O  1.261  -1.700  -0.233
H  -1.377  2.168  -0.120
H  0.248  -0.294  -0.732
H  0.453  -0.544  2.706
H  1.311  -2.571  1.548

Results of the natural (NBO) charge analysis, in e, for atoms 1 through 8: number 1, H, carries 0.322; number 2, N, carries -0.623; number 3, C, carries 0.279; number 4, N, carries -0.420; number 5, N, carries -0.122; number 6, C, carries -0.159; number 7, C, carries 0.354; number 8, O, carries -0.557

---

No. 3
Formula: C3H5N3O
Source: the Open Molecules 2025 dataset
Level of theory: ωB97M-V with the def2-TZVPD basis set

The LUMO energy is 0.94 eV. Its relative energy (zero: lowest compared OMol25 entry of this formula, charge and spin) is 0.656 eV. Its SMILES is Nc1nc(O)c[nH]1. Its charge is 0. The value obtained for the orbital gap is 8.883 eV.

Positions of all 12 atoms, in Å:
N  -1.990  -0.564  0.746
C  -0.724  -0.215  0.283
N  0.341  -0.967  0.203
C  1.307  -0.123  -0.312
O  2.556  -0.585  -0.531
C  0.825  1.121  -0.558
N  -0.528  1.059  -0.169
H  -1.988  -1.485  1.162
H  -2.681  -0.525  0.003
H  2.575  -1.471  -0.144
H  1.241  1.965  -1.084
H  -0.933  1.788  0.401

Results of the natural (NBO) charge analysis, in e, for atoms 1 through 8: number 1, N, carries -0.827; number 2, C, carries 0.527; number 3, N, carries -0.553; number 4, C, carries 0.407; number 5, O, carries -0.662; number 6, C, carries -0.227; number 7, N, carries -0.563; number 8, H, carries 0.390

---

No. 4
Formula: C3H5N3O
Source: the Open Molecules 2025 dataset
Level of theory: ωB97M-V with the def2-TZVPD basis set

The LUMO energy is 0.86 eV. Its relative energy (zero: lowest compared OMol25 entry of this formula, charge and spin) is 0.637 eV. Its SMILES is Nc1nc(O)c[nH]1. Its charge is 0. The value obtained for the orbital gap is 8.666 eV.

Positions of all 12 atoms, in Å:
N  0.486  0.055  2.233
C  0.160  0.069  0.878
N  -0.925  0.584  0.351
C  -0.843  0.271  -0.977
O  -1.834  0.699  -1.795
C  0.294  -0.422  -1.271
N  0.950  -0.531  -0.043
H  -0.255  0.501  2.759
H  1.368  0.511  2.438
H  -1.725  0.286  -2.664
H  0.716  -0.781  -2.196
H  1.726  -1.135  0.166

Results of the natural (NBO) charge analysis, in e, for atoms 1 through 8: number 1, N, carries -0.825; number 2, C, carries 0.511; number 3, N, carries -0.523; number 4, C, carries 0.405; number 5, O, carries -0.657; number 6, C, carries -0.249; number 7, N, carries -0.540; number 8, H, carries 0.394

---

No. 5
Formula: C3H5N3O
Source: the Open Molecules 2025 dataset
Level of theory: ωB97M-V with the def2-TZVPD basis set

The LUMO energy is 0.72 eV. Its relative energy (zero: lowest compared OMol25 entry of this formula, charge and spin) is 0.808 eV. Its SMILES is Cc1n[nH]c(=O)[nH]1. Its charge is 0. The value obtained for the orbital gap is 9.425 eV.

Positions of all 12 atoms, in Å:
C  -1.104  -0.002  0.158
C  0.314  -0.182  -0.068
N  0.833  -1.246  -0.638
N  2.207  -1.048  -0.457
C  2.481  0.108  0.148
O  3.533  0.638  0.313
N  1.243  0.610  0.452
H  -1.207  1.057  0.355
H  -1.387  -0.542  0.983
H  -1.761  -0.255  -0.768
H  2.815  -1.646  -1.030
H  0.995  1.498  0.883

Results of the natural (NBO) charge analysis, in e, for atoms 1 through 8: number 1, C, carries -0.641; number 2, C, carries 0.351; number 3, N, carries -0.294; number 4, N, carries -0.450; number 5, C, carries 0.722; number 6, O, carries -0.633; number 7, N, carries -0.594; number 8, H, carries 0.209

---

No. 6
Formula: C3H5N3O
Source: the Open Molecules 2025 dataset
Level of theory: ωB97M-V with the def2-TZVPD basis set

The LUMO energy is 0.81 eV. Its relative energy (zero: lowest compared OMol25 entry of this formula, charge and spin) is 2.049 eV. Its SMILES is OCc1nc[nH]n1. Its charge is 0. The value obtained for the orbital gap is 11.265 eV.

Positions of all 12 atoms, in Å:
O  -2.307  0.950  -0.450
C  -1.663  -0.215  -0.013
C  -0.171  -0.076  -0.038
N  0.662  -0.977  0.614
C  1.820  -0.458  0.392
N  1.794  0.638  -0.429
N  0.434  0.858  -0.713
H  -1.747  1.356  -1.126
H  -1.924  -1.091  -0.630
H  -2.001  -0.435  1.005
H  2.800  -0.805  0.688
H  2.318  0.193  -1.175

Results of the natural (NBO) charge analysis, in e, for atoms 1 through 8: number 1, O, carries -0.700; number 2, C, carries -0.100; number 3, C, carries 0.314; number 4, N, carries -0.472; number 5, C, carries 0.225; number 6, N, carries -0.421; number 7, N, carries -0.317; number 8, H, carries 0.483

---

No. 7
Formula: C3H5N3O3
Source: the Open Molecules 2025 dataset
Level of theory: ωB97M-V with the def2-TZVPD basis set

The LUMO energy is 0.43 eV. Its relative energy (zero: lowest compared OMol25 entry of this formula, charge and spin) is 2.144 eV. Its SMILES is Nc1oc(=O)n(N)c1O. Its charge is 0. The value obtained for the orbital gap is 8.739 eV.

Positions of all 14 atoms, in Å:
N  -2.564  -0.775  -0.013
C  -1.231  -0.435  -0.032
O  -0.204  -1.466  0.027
C  1.015  -0.910  0.055
O  2.061  -1.537  -0.132
N  0.803  0.451  0.222
N  1.782  1.491  -0.025
C  -0.567  0.724  0.069
O  -1.076  1.936  -0.133
H  -2.995  -0.586  0.894
H  -3.126  -0.628  -0.795
H  2.368  1.265  -0.860
H  2.334  1.456  0.777
H  -0.292  2.584  0.051

Results of the natural (NBO) charge analysis, in e, for atoms 1 through 8: number 1, N, carries -0.833; number 2, C, carries 0.258; number 3, O, carries -0.456; number 4, C, carries 0.850; number 5, O, carries -0.626; number 6, N, carries -0.316; number 7, N, carries -0.649; number 8, C, carries 0.388

---

No. 8
Formula: C3H5N3O3
Source: the Open Molecules 2025 dataset
Level of theory: ωB97M-V with the def2-TZVPD basis set

The LUMO energy is 0.21 eV. Its relative energy (zero: lowest compared OMol25 entry of this formula, charge and spin) is 4.032 eV. Its SMILES is COc1nnc(O)n1O. Its charge is 0. The value obtained for the orbital gap is 8.879 eV.

Positions of all 14 atoms, in Å:
C  -0.617  -0.657  -2.358
O  -0.343  -0.971  -1.012
C  -0.020  0.023  -0.228
N  0.094  1.310  -0.587
N  0.469  2.007  0.547
C  0.532  1.191  1.547
O  0.793  1.496  2.826
N  0.207  -0.080  1.115
O  0.172  -1.216  1.867
H  0.274  -0.250  -2.860
H  -1.433  0.063  -2.509
H  -0.936  -1.561  -2.876
H  0.788  0.638  3.259
H  0.020  -1.993  1.269

Results of the natural (NBO) charge analysis, in e, for atoms 1 through 8: number 1, C, carries -0.254; number 2, O, carries -0.493; number 3, C, carries 0.559; number 4, N, carries -0.357; number 5, N, carries -0.322; number 6, C, carries 0.557; number 7, O, carries -0.622; number 8, N, carries -0.126

---

No. 9
Formula: C3H5N3OS
Source: the Open Molecules 2025 dataset
Level of theory: ωB97M-V with the def2-TZVPD basis set

The LUMO energy is -0.37 eV. Its relative energy (zero: lowest compared OMol25 entry of this formula, charge and spin) is 2.807 eV. Its charge is 0. The value obtained for the orbital gap is 8.580 eV.

Positions of all 13 atoms, in Å:
C  1.979  -0.899  -0.777
C  -0.496  -0.682  -0.893
C  -1.100  1.062  0.701
H  3.072  -2.548  -1.258
H  1.750  0.113  -0.361
H  0.664  -2.152  -1.901
H  0.092  -0.896  1.180
H  -1.919  1.245  -0.145
N  3.061  -1.652  -0.727
N  0.719  -1.338  -1.232
N  -0.329  -0.016  0.325
O  -1.486  -0.548  -1.490
S  -1.139  2.049  1.979

Results of the natural (NBO) charge analysis, in e, for atoms 1 through 8: number 1, C, carries 0.272; number 2, C, carries 0.796; number 3, C, carries -0.125; number 4, H, carries 0.350; number 5, H, carries 0.207; number 6, H, carries 0.419; number 7, H, carries 0.434; number 8, H, carries 0.226

---

No. 10
Formula: C3H5N3OS
Source: the Open Molecules 2025 dataset
Level of theory: ωB97M-V with the def2-TZVPD basis set

The LUMO energy is 0.35 eV. Its relative energy (zero: lowest compared OMol25 entry of this formula, charge and spin) is 3.128 eV. Its SMILES is Nc1ncc(S)n1O. Its charge is 0. The value obtained for the orbital gap is 8.152 eV.

Positions of all 13 atoms, in Å:
N  2.268  -0.390  -0.220
C  1.053  0.223  -0.091
N  0.850  1.556  0.007
C  -0.537  1.681  -0.009
C  -1.153  0.446  0.058
S  -2.890  0.073  -0.161
N  -0.116  -0.468  0.013
O  -0.395  -1.740  0.072
H  2.986  0.217  0.081
H  2.506  -1.250  0.205
H  -0.957  2.638  -0.070
H  -2.839  -0.964  0.970
H  -0.775  -2.022  -0.856

Results of the natural (NBO) charge analysis, in e, for atoms 1 through 8: number 1, N, carries -0.809; number 2, C, carries 0.484; number 3, N, carries -0.501; number 4, C, carries -0.074; number 5, C, carries -0.127; number 6, S, carries -0.006; number 7, N, carries -0.090; number 8, O, carries -0.506